No. 1
{"formula": "C7H15F6NO6PRhS2", "method": "the ωB97M-V functional and the def2-TZVPD basis", "charge": 2, "lumo_ev": -9.578, "orbital_gap_ev": 8.42, "species": ["Rh", "F", "C", "F", "F", "S", "O", "O", "N", "S", "O", "O", "C", "F", "F", "F", "C", "C", "O", "H", "H", "H", "H", "H", "H", "C", "P", "C", "C", "O", "H", "H", "H", "H", "H", "H", "H", "H", "H"], "coordinates": [[0.1306, -0.3232, 0.6175], [-2.4269, 2.8727, 1.4162], [-1.7557, 2.2537, 0.4993], [-0.5406, 1.8255, 1.0700], [-1.4547, 3.0258, -0.5096], [-2.5979, 0.7156, -0.1020], [-1.3769, -0.0383, -0.6212], [-3.5214, 1.0584, -1.1035], [-3.1727, 0.0451, 1.1671], [-2.4258, -1.1241, 1.8845], [-1.0263, -0.6928, 2.2587], [-2.4155, -2.3848, 1.2018], [-3.3055, -1.2349, 3.5355], [-2.6505, -2.1302, 4.2378], [-3.2472, -0.0493, 4.0931], [-4.5352, -1.6063, 3.3013], [2.0267, -1.5352, 1.6127], [1.1006, -2.7092, 1.3799], [0.2224, -2.2512, 0.2805], [2.6131, -1.6739, 2.5238], [1.5142, -0.5613, 1.9286], [2.6956, -1.3514, 0.7776], [0.4886, -2.9450, 2.2471], [1.6241, -3.5935, 1.0258], [-0.6889, -2.6196, 0.3866], [0.5817, 0.4382, -3.4183], [1.6530, 0.9665, -2.0961], [1.4243, 2.7197, -1.8323], [3.3470, 0.6661, -2.5552], [1.3892, 0.1525, -0.8039], [0.8151, 0.9998, -4.3248], [-0.4601, 0.6179, -3.1514], [0.7273, -0.6247, -3.6123], [2.1249, 3.2762, -2.4564], [1.6248, 2.9652, -0.7891], [0.4124, 3.0229, -2.0968], [3.5569, 1.1870, -3.4912], [3.5109, -0.4016, -2.6981], [4.0185, 1.0418, -1.7830]]}

No. 2
{"formula": "C6H18O12Zr", "method": "the ωB97M-V functional and the def2-TZVPD basis", "charge": 2, "lumo_ev": -7.845, "orbital_gap_ev": 4.37, "species": ["Zr", "C", "C", "C", "O", "C", "C", "C", "O", "O", "O", "H", "H", "O", "H", "H", "O", "H", "H", "O", "H", "H", "O", "H", "H", "O", "H", "H", "O", "H", "H", "O", "H", "H", "O", "H", "H"], "coordinates": [[0.0431, -0.9759, 0.9550], [0.2070, 3.5283, -2.4407], [0.4290, 2.5995, -1.4535], [0.3275, 1.1332, -1.7269], [0.6018, 0.1789, -0.8055], [-0.0756, 0.6718, -2.9273], [-0.4133, 1.6002, -4.0129], [-0.3585, 3.1223, -3.7024], [-0.6692, 3.8473, -4.5642], [-0.6464, 1.2486, -5.1492], [0.7322, 2.9876, -0.2701], [0.3520, 4.5785, -2.2494], [-0.1899, -0.3780, -3.1912], [1.4794, -2.2928, -0.2670], [2.3567, -2.5715, 0.0545], [1.3206, -2.8249, -1.0685], [-0.3883, -0.2628, 3.1526], [-0.4771, 0.7018, 3.3055], [-0.3087, -0.6686, 4.0337], [2.1884, -0.3907, 1.5143], [2.7511, -0.1689, 2.2791], [2.7231, -0.1752, 0.7142], [-1.7106, -2.2163, 1.8684], [-2.5825, -2.3720, 1.4553], [-1.7365, -2.7292, 2.6930], [-1.8397, 0.2582, 0.8655], [-2.0306, 1.1428, 0.4850], [-2.6954, -0.0902, 1.1662], [0.7648, -2.6366, 2.4124], [1.7162, -2.7732, 2.5917], [0.3178, -3.3382, 2.9158], [-1.0202, -1.9478, -0.6976], [-1.3236, -2.8760, -0.7542], [-1.4139, -1.4838, -1.4794], [0.3484, 1.4855, 1.4092], [0.8780, 1.7623, 2.1729], [0.3426, 2.3255, 0.7158]]}

No. 3
{"formula": "C26H26BrN8O8P2S2W", "method": "the ωB97M-V functional and the def2-TZVPD basis", "charge": 1, "lumo_ev": [-3.501, -3.501], "orbital_gap_ev": [6.33, 6.33], "species": ["W", "C", "C", "N", "N", "C", "N", "S", "C", "C", "C", "C", "C", "N", "H", "H", "H", "H", "H", "H", "H", "H", "H", "H", "C", "C", "O", "P", "O", "O", "O", "P", "O", "O", "O", "H", "H", "H", "H", "H", "H", "H", "Br", "C", "C", "C", "C", "C", "C", "N", "N", "C", "C", "C", "C", "O", "C", "N", "C", "C", "C", "C", "H", "H", "H", "H", "H", "H", "H", "H", "H", "S", "C", "N"], "coordinates": [[1.2193, -0.5797, 0.2735], [4.7613, -1.2960, -2.4096], [3.5413, -1.4153, -1.5612], [2.9507, -0.3964, -1.0039], [3.5433, 0.8339, -1.1923], [2.7565, 1.9154, -1.3202], [3.3537, 3.0768, -1.6000], [1.0938, 1.7461, -1.1581], [2.8161, -2.6362, -1.3493], [3.2508, -3.8842, -1.7885], [2.4522, -4.9871, -1.5906], [1.2283, -4.8107, -0.9617], [0.8675, -3.5631, -0.5123], [1.6368, -2.4674, -0.6911], [4.6663, -0.4499, -3.0924], [4.9117, -2.1886, -3.0080], [5.6608, -1.1497, -1.8053], [4.5505, 0.8892, -1.1867], [4.3179, 3.2103, -1.3342], [2.7788, 3.9003, -1.5248], [4.2187, -3.9820, -2.2558], [2.7791, -5.9678, -1.9064], [0.5638, -5.6405, -0.7720], [-0.0510, -3.4349, 0.0322], [0.7593, 4.0539, 1.8725], [1.1085, 2.8101, 2.6756], [1.0761, 3.0481, 4.0878], [-0.1322, 1.4926, 2.5358], [0.4447, 0.3232, 3.4276], [-1.4540, 1.9872, 3.2496], [-0.3916, 1.0184, 1.1545], [2.7183, 2.0704, 2.0807], [3.3062, 1.5680, 3.4758], [3.5796, 3.0435, 1.3837], [2.3305, 0.8452, 1.2454], [-0.1410, 4.5148, 2.2795], [0.5864, 3.8012, 0.8259], [1.5846, 4.7645, 1.9155], [1.8164, 3.6085, 4.3500], [0.7826, 0.5871, 4.2956], [-1.2858, 2.4837, 4.0652], [4.2547, 1.3852, 3.4594], [-3.7626, 4.9611, -0.5591], [-4.3798, 3.1797, -0.6863], [-4.0816, 2.2852, 0.3315], [-4.5113, 0.9739, 0.2398], [-5.2490, 0.5636, -0.8695], [-5.5862, 1.4834, -1.8556], [-5.1358, 2.7918, -1.7811], [-5.8345, -0.7419, -1.0461], [-5.3149, -1.7796, -0.6190], [-3.9535, -1.7829, -0.1746], [-3.6617, -2.3842, 1.0212], [-2.3605, -2.3548, 1.5697], [-1.3664, -1.7139, 0.8794], [-0.0997, -1.6057, 1.3087], [-1.6251, -1.2344, -0.4214], [-0.5177, -0.8048, -1.0818], [-0.6331, -0.4925, -2.3606], [-1.8623, -0.5437, -3.0274], [-2.9954, -0.9127, -2.3474], [-2.9016, -1.2786, -0.9911], [-3.5141, 2.6097, 1.1931], [-4.2816, 0.2953, 1.0491], [-6.1986, 1.1568, -2.6859], [-5.3845, 3.5045, -2.5545], [-4.4685, -2.8474, 1.5740], [-2.1496, -2.8027, 2.5309], [0.2678, -0.1933, -2.8755], [-1.8977, -0.2868, -4.0759], [-3.9469, -0.9605, -2.8603], [2.8162, -1.7184, 1.9289], [2.1314, -3.2302, 2.2016], [1.6476, -4.2640, 2.3837]]}

No. 4
{"formula": "C33H45NO7", "method": "the ωB97M-V functional and the def2-TZVPD basis", "smiles": "CCCCCc1cc(=O)oc2c([C@@H](CCN3CCCCC3)c3cc(OC)c(OC)c(OC)c3)c(OC)cc(OC)c12", "lumo_ev": 0.350, "orbital_gap_ev": 8.04, "species": ["C", "C", "C", "C", "C", "C", "C", "C", "O", "O", "C", "C", "C", "C", "C", "N", "C", "C", "C", "C", "C", "C", "C", "C", "O", "C", "C", "O", "C", "C", "O", "C", "C", "C", "O", "C", "C", "C", "O", "C", "C", "H", "H", "H", "H", "H", "H", "H", "H", "H", "H", "H", "H", "H", "H", "H", "H", "H", "H", "H", "H", "H", "H", "H", "H", "H", "H", "H", "H", "H", "H", "H", "H", "H", "H", "H", "H", "H", "H", "H", "H", "H", "H", "H", "H", "H"], "coordinates": [[-5.3632, -3.0827, 1.5006], [-4.7385, -2.9486, 0.1174], [-3.3925, -3.6666, 0.0389], [-2.7684, -3.6207, -1.3579], [-2.2726, -2.2319, -1.7619], [-1.0980, -1.6891, -1.0002], [-0.3311, -2.4856, -0.2174], [0.7654, -1.9939, 0.5783], [1.4878, -2.6711, 1.2723], [0.9700, -0.6461, 0.5593], [0.2770, 0.1833, -0.2456], [0.6622, 1.5234, -0.1867], [1.7800, 1.9580, 0.7313], [1.3265, 1.9072, 2.1975], [-0.0044, 2.6260, 2.4274], [-1.1498, 1.8819, 1.9299], [-1.5231, 0.7912, 2.8118], [-2.6105, -0.0691, 2.1771], [-3.8356, 0.7808, 1.8650], [-3.4041, 1.9496, 0.9881], [-2.2928, 2.7364, 1.6764], [3.0163, 1.1238, 0.4595], [3.3380, 0.8364, -0.8655], [4.4233, 0.0386, -1.1739], [4.7891, -0.2862, -2.4543], [4.0406, 0.2402, -3.5180], [5.2367, -0.4938, -0.1542], [6.3248, -1.2886, -0.4777], [6.0074, -2.5277, -1.0810], [4.9444, -0.1635, 1.1702], [5.6421, -0.5230, 2.2796], [6.6868, -1.4678, 2.2173], [3.8367, 0.6423, 1.4536], [0.0060, 2.4359, -1.0073], [0.4028, 3.7342, -0.9203], [-0.2377, 4.7051, -1.7106], [-0.9913, 1.9997, -1.8776], [-1.3752, 0.6716, -1.9274], [-2.3351, 0.2313, -2.7880], [-2.9691, 1.1444, -3.6503], [-0.7573, -0.2829, -1.0831], [-4.7076, -2.6557, 2.2561], [-6.3189, -2.5649, 1.5431], [-5.5298, -4.1296, 1.7450], [-4.6067, -1.8892, -0.1099], [-5.4176, -3.3683, -0.6291], [-2.7099, -3.2237, 0.7656], [-3.5413, -4.7122, 0.3195], [-1.9532, -4.3429, -1.4219], [-3.5235, -3.9286, -2.0857], [-3.0983, -1.5278, -1.6651], [-2.0018, -2.2449, -2.8215], [-0.5069, -3.5434, -0.1265], [2.0111, 2.9995, 0.4824], [1.2523, 0.8670, 2.5077], [2.0819, 2.3971, 2.8132], [-0.1150, 2.8394, 3.5068], [0.0276, 3.5851, 1.9036], [-0.6425, 0.1757, 3.0011], [-1.8841, 1.1765, 3.7860], [-2.2256, -0.5015, 1.2530], [-2.8683, -0.8827, 2.8578], [-4.5980, 0.1841, 1.3607], [-4.2664, 1.1602, 2.7951], [-3.0228, 1.5669, 0.0400], [-4.2486, 2.6123, 0.7854], [-1.9697, 3.5569, 1.0295], [-2.6866, 3.1779, 2.6127], [2.7151, 1.2375, -1.6488], [4.5181, -0.1309, -4.4243], [4.0604, 1.3350, -3.5224], [3.0003, -0.1035, -3.4901], [5.6001, -2.3937, -2.0854], [6.9459, -3.0778, -1.1384], [5.2883, -3.0890, -0.4737], [7.0488, -1.5561, 3.2421], [7.4975, -1.1349, 1.5664], [6.3263, -2.4427, 1.8794], [3.6531, 0.8407, 2.4949], [-0.0915, 4.5207, -2.7799], [0.2312, 5.6520, -1.4467], [-1.3093, 4.7623, -1.4924], [-1.4768, 2.7121, -2.5214], [-2.2588, 1.6148, -4.3375], [-3.6802, 0.5511, -4.2236], [-3.5115, 1.9168, -3.0956]]}

No. 5
{"formula": "C2H8N2", "method": "the ωB97M-V functional and the def2-TZVPD basis", "multiplicity": 2, "charge": -1, "lumo_ev": [2.982, 2.919], "orbital_gap_ev": [2.00, 5.04], "species": ["C", "N", "H", "H", "H", "H", "H", "C", "N", "H", "H", "H"], "coordinates": [[-1.8012, -2.4729, 2.1365], [-0.9918, -3.5416, 1.5671], [-1.4676, -1.5104, 1.7435], [-2.8634, -2.5027, 1.8829], [-1.7975, -2.3977, 3.2355], [-0.1343, -3.6202, 2.1012], [-1.4428, -4.4432, 1.6650], [1.5082, 2.9024, -2.5509], [1.7426, 3.8599, -1.6047], [2.0120, 1.9441, -2.4579], [1.1190, 3.1393, -3.5491], [0.9749, 4.5391, -1.5706]]}

No. 6
{"formula": "C32H26BrN2O6PdSSi", "method": "the ωB97M-V functional and the def2-TZVPD basis", "charge": -1, "lumo_ev": 1.588, "orbital_gap_ev": 6.07, "species": ["Pd", "C", "O", "C", "C", "C", "Br", "C", "C", "C", "O", "C", "N", "C", "C", "C", "C", "C", "C", "N", "H", "H", "H", "H", "H", "H", "H", "H", "H", "H", "H", "O", "S", "O", "O", "O", "C", "C", "C", "C", "C", "C", "Si", "C", "C", "C", "C", "C", "C", "C", "C", "C", "C", "C", "C", "H", "H", "H", "H", "H", "H", "H", "H", "H", "H", "H", "H", "H", "H", "H"], "coordinates": [[0.5032, -0.6192, -1.8020], [0.5220, 0.7131, -4.9198], [0.3059, 1.2558, -3.6240], [-0.9021, 1.8537, -3.4019], [-1.6506, 2.4577, -4.4061], [-2.8536, 3.0671, -4.0617], [-3.8095, 3.9726, -5.4418], [-3.3405, 3.0965, -2.7827], [-2.5897, 2.5053, -1.7450], [-1.3576, 1.8716, -2.0775], [-0.5948, 1.2873, -1.1159], [-2.9856, 2.5353, -0.3788], [-2.3537, 1.8246, 0.5586], [-2.9233, 2.1386, 1.7527], [-2.6513, 1.6612, 3.0298], [-3.3809, 2.1843, 4.0807], [-4.3597, 3.1513, 3.8780], [-4.6671, 3.6179, 2.6064], [-3.9479, 3.0957, 1.5476], [-3.9777, 3.3134, 0.1910], [-0.3425, 0.1282, -5.2513], [1.3693, 0.0306, -4.8282], [0.7539, 1.5080, -5.6400], [-1.3125, 2.4629, -5.4285], [-4.2961, 3.5522, -2.5708], [-1.1764, 1.3288, -0.2579], [-1.9028, 0.9028, 3.1810], [-3.1918, 1.8330, 5.0852], [-4.9004, 3.5426, 4.7277], [-5.4410, 4.3570, 2.4601], [-4.5830, 3.9520, -0.2941], [-0.0952, -3.6748, -2.7851], [0.0434, -2.4367, -3.5175], [1.4019, -1.8188, -3.1911], [-0.9840, -1.4403, -2.9980], [-0.0982, -2.5479, -4.9529], [5.9568, -2.6984, -0.6919], [5.6794, -1.3433, -0.6180], [4.3992, -0.9146, -0.3207], [3.3676, -1.8245, -0.0853], [3.6671, -3.1819, -0.1584], [4.9474, -3.6156, -0.4541], [1.5629, -1.2085, 0.2095], [0.4836, -2.6288, 0.9733], [0.7778, -3.2354, 2.1922], [-0.0154, -4.2540, 2.6924], [-1.1137, -4.6921, 1.9707], [-1.4168, -4.1009, 0.7549], [-0.6338, -3.0692, 0.2657], [1.7770, 0.0471, 1.6746], [2.9104, 0.0469, 2.4843], [3.0581, 0.9515, 3.5207], [2.0826, 1.9055, 3.7580], [0.9447, 1.9204, 2.9688], [0.7929, 0.9898, 1.9571], [6.9547, -3.0357, -0.9368], [6.4655, -0.6230, -0.8021], [4.1926, 0.1456, -0.2636], [2.8845, -3.9040, 0.0172], [5.1621, -4.6738, -0.5095], [1.6386, -2.9027, 2.7553], [0.2214, -4.7110, 3.6459], [-1.7287, -5.4938, 2.3584], [-2.2642, -4.4509, 0.1848], [-0.8814, -2.6223, -0.6956], [3.6905, -0.6769, 2.3025], [3.9380, 0.9139, 4.1504], [2.2072, 2.6258, 4.5552], [0.1738, 2.6581, 3.1455], [-0.1124, 0.9931, 1.3725]]}

No. 7
{"formula": "C3H7ClOS", "method": "the ωB97M-V functional and the def2-TZVPD basis", "smiles": "OC[C@@H](Cl)CS", "lumo_ev": 0.689, "orbital_gap_ev": 9.78, "species": ["O", "C", "C", "Cl", "C", "S", "H", "H", "H", "H", "H", "H", "H"], "coordinates": [[-0.9152, 1.6880, -0.0385], [0.3995, 1.2625, 0.2770], [0.6939, -0.1026, -0.3858], [2.4760, -0.5189, -0.0660], [-0.0900, -1.1725, 0.3789], [-1.8172, -0.8514, -0.0338], [-1.0117, 1.6812, -0.9782], [0.4174, 1.1453, 1.3836], [1.1192, 2.0743, 0.0540], [0.5341, -0.1013, -1.5061], [0.2038, -2.2142, 0.1708], [0.1264, -0.9302, 1.4638], [-2.1362, -1.9601, -0.7196]]}

No. 8
{"formula": "C8H2", "method": "the ωB97M-V functional and the def2-TZVPD basis", "lumo_ev": -1.110, "orbital_gap_ev": 6.65, "species": ["C", "C", "C", "C", "C", "C", "C", "C", "H", "H"], "coordinates": [[0.6661, 0.5872, 1.7677], [1.7307, -0.9333, 0.1246], [-0.2258, 1.3628, 1.2047], [1.1823, -1.0433, -1.0142], [1.3359, -0.3442, 1.2095], [-0.7184, -0.0036, -0.3998], [-0.9430, 1.3185, 0.0602], [-0.3302, -1.0635, -1.0563], [-1.7256, 1.8880, -0.4754], [-0.9721, -1.7686, -1.4211]]}